No. 1
70
Properties=species:S:1:pos:R:3:forces:R:3 method="wB97M-V/def2-TZVPD" homo_lumo_gap_ev=8.01 smiles=CC1(C)OB(C(c2ccc(Cl)cc2)c2ccc(Cl)cc2)OC1(C)C.Cc1ccc(-c2ccc(C(F)(F)F)cc2)s1 homo_energy_ev=-8.254 e_above_lowest_ev=0.0000
Cl 4.177 3.092 -0.098 0.2 0.5 -0.3
Cl -1.429 2.075 7.784 -0.1 0.1 0.3
S -1.125 -4.435 -0.159 -0.4 -0.3 1.0
F -5.555 1.067 1.087 0.1 -0.5 0.9
F -5.082 1.129 3.244 -0.4 -0.6 -0.9
F -6.535 -0.341 2.462 0.9 0.7 -0.1
O 3.186 -1.792 4.272 0.1 -0.4 -0.2
O 2.807 -1.839 1.978 0.3 -0.2 1.0
C -2.323 -2.680 1.677 -0.7 1.3 0.1
C -0.840 1.118 6.483 0.5 -0.8 -0.9
C 2.383 1.262 2.930 -0.2 0.0 -0.5
C -0.664 -6.003 1.831 0.0 0.1 -0.8
C 3.310 -4.089 1.437 0.0 -0.3 0.2
C 0.215 -0.303 4.284 -0.4 0.5 0.0
C 5.310 -2.856 4.333 0.3 0.0 -0.1
C 1.434 0.451 2.263 -0.5 0.6 0.0
C 3.168 2.165 2.221 -0.2 -0.2 -0.4
C -5.347 0.289 2.185 -0.5 0.4 0.2
C -2.667 -1.834 0.600 0.2 -0.3 0.3
C -1.514 1.122 5.255 0.2 -0.2 -0.1
C 2.985 2.288 0.836 -0.7 -1.0 0.6
C -3.878 -1.479 3.096 0.2 0.2 0.1
C 1.126 0.735 0.927 0.3 -0.2 0.4
C 1.926 1.622 0.204 0.3 0.2 0.2
C -4.239 -0.702 1.999 -0.3 0.2 -0.3
C -2.892 -2.433 2.948 0.1 -0.4 -0.3
C 0.322 0.352 6.634 -0.4 0.3 -0.3
C 3.798 -2.850 2.174 0.3 0.5 -0.2
C -1.144 -4.798 2.411 -0.2 0.6 -1.3
C -1.517 -3.844 1.461 1.3 -2.1 0.3
C 0.908 -0.783 3.019 1.6 1.5 1.7
C 3.225 -4.206 4.335 -0.2 0.0 0.1
C -3.639 -0.863 0.749 0.0 0.2 0.4
C -0.647 -5.985 0.448 0.1 0.4 1.2
C -0.278 -7.124 -0.429 0.2 -0.1 -0.3
C 0.840 -0.341 5.533 -0.2 0.0 0.3
C 5.051 -2.342 1.483 0.5 -0.1 0.1
C 3.913 -2.967 3.766 0.1 0.0 -0.1
C -0.993 0.409 4.173 0.2 0.1 0.4
B 2.442 -1.355 3.232 -2.7 -1.3 -2.2
H -1.240 -4.645 3.474 -0.1 0.0 0.1
H 5.432 -1.426 1.950 0.0 -0.2 -0.1
H 0.672 -6.938 -0.944 -0.2 -0.1 0.0
H 4.836 -2.118 0.433 -0.1 -0.1 0.2
H 5.820 -3.119 1.509 0.1 0.2 0.0
H -0.171 -8.025 0.183 0.0 0.1 -0.1
H 3.291 -3.887 0.359 0.0 0.0 0.3
H 2.530 1.164 4.011 0.0 -0.1 -0.4
H 5.763 -1.900 4.044 0.0 -0.3 0.1
H 1.782 1.736 -0.866 0.0 0.1 0.2
H -2.608 -3.045 3.808 -0.1 0.2 -0.4
H -0.365 -6.885 2.398 -0.1 0.3 -0.1
H 4.003 -4.922 1.608 -0.2 0.0 0.0
H 3.744 -5.121 4.024 -0.1 0.2 0.0
H 0.301 0.205 0.440 0.4 0.1 0.1
H 5.933 -3.689 3.987 0.0 0.2 0.0
H 1.765 -0.903 5.660 -0.3 0.2 0.0
H -4.359 -1.336 4.071 0.2 0.0 -0.5
H 2.173 -4.274 4.023 0.3 0.0 0.1
H 0.837 0.341 7.589 -0.1 0.0 -0.1
H 0.276 -1.429 2.409 0.3 0.0 -0.1
H 3.973 2.703 2.716 -0.2 0.0 -0.1
H 3.259 -4.165 5.431 -0.1 0.0 -0.2
H 5.253 -2.905 5.427 0.0 0.1 -0.2
H -3.922 -0.229 -0.090 0.0 -0.2 0.3
H -2.419 1.711 5.133 0.1 -0.1 0.1
H -1.498 0.463 3.206 0.1 0.0 0.2
H -2.185 -1.960 -0.372 -0.2 -0.1 0.3
H 2.299 -4.366 1.755 0.2 0.0 -0.1
H -1.054 -7.312 -1.181 0.2 0.0 0.1


No. 2
76
Properties=species:S:1:pos:R:3:forces:R:3 method="wB97M-V/def2-TZVPD" homo_lumo_gap_ev=6.77 homo_energy_ev=-13.628 e_above_lowest_ev=1.4568 charge=+2
Zr 0.159 -0.301 -0.297 0.0 -1.6 -0.5
Br 1.618 -0.506 6.647 0.0 0.0 0.0
Br -2.674 4.967 3.366 0.0 0.0 0.0
S -2.257 -2.906 -1.971 0.0 0.0 0.0
S -2.116 -1.177 1.073 -0.1 0.0 0.2
S 0.371 -3.042 0.147 -0.2 -0.2 0.4
F 1.126 0.005 -5.474 0.0 -0.1 0.0
F -1.235 2.054 -4.387 0.0 0.0 0.0
F 0.868 -1.562 -1.893 0.6 0.6 1.8
F -2.023 -1.545 -4.784 0.2 -0.5 -0.2
F 1.886 0.890 -3.204 0.1 0.1 0.1
O -1.305 0.290 -1.517 0.3 0.0 0.2
N 2.545 0.466 -0.209 -0.1 0.1 0.1
N -0.794 1.480 0.952 0.2 0.2 -0.1
N 0.609 -0.498 2.110 0.0 0.1 -0.2
C -3.573 -1.661 0.101 0.0 0.0 0.0
C -0.201 4.751 -1.361 0.0 0.0 0.0
C -1.621 2.360 0.372 0.0 0.0 0.0
C -1.295 -4.412 -1.734 0.1 0.0 -0.1
C -2.216 3.407 1.046 0.0 0.0 0.0
C -0.231 3.630 -2.178 0.0 0.0 0.0
C 0.752 4.860 -0.362 0.0 0.0 0.0
C 1.630 -1.556 4.016 0.0 0.0 0.0
C -1.940 3.558 2.391 -0.1 0.1 0.0
C 0.037 -0.131 -4.687 0.5 0.7 -0.3
C 0.219 0.516 2.909 -0.1 0.1 -0.1
C -0.386 1.130 -3.923 -0.2 0.2 -0.2
C 3.092 0.630 1.166 0.0 0.0 0.0
C -0.806 -3.695 1.372 0.0 0.0 0.0
C 1.221 -0.509 4.830 0.0 0.0 0.1
C -0.170 -0.890 -3.402 -0.8 0.0 -1.8
C -0.719 -1.324 -4.524 -0.9 -0.1 0.4
C 3.339 -0.624 -0.847 0.1 0.0 0.0
C 0.701 2.605 -2.021 0.0 0.0 0.0
C -1.696 -2.642 2.045 0.0 0.0 -0.1
C -0.576 1.600 2.278 0.1 -0.1 0.0
C -0.515 0.293 -2.632 0.6 0.4 0.2
C 0.134 -4.207 -1.225 -0.1 0.1 0.0
C 0.516 0.537 4.262 0.0 0.1 0.1
C 1.698 3.855 -0.217 0.0 0.1 0.0
C 1.701 2.732 -1.038 0.0 -0.1 0.0
C -1.119 2.631 3.016 0.1 -0.1 0.2
C -3.495 -2.978 -0.651 -0.1 0.1 -0.1
C 2.860 1.774 -0.909 -0.1 0.1 0.0
C 0.657 1.389 -2.886 -0.4 -0.1 -0.1
C 1.312 -1.495 2.681 0.0 0.0 -0.1
H -4.410 -1.661 0.800 0.0 0.0 0.0
H 1.658 -2.283 2.027 0.0 0.0 0.0
H 3.291 1.552 -1.875 0.0 0.0 0.0
H 0.788 5.736 0.272 0.0 0.0 0.0
H -2.875 4.085 0.524 0.0 0.0 0.0
H -1.862 -5.114 -1.124 0.0 0.0 0.1
H 0.549 -5.151 -0.869 0.0 0.0 0.0
H -2.632 -3.097 2.371 0.0 0.0 0.0
H 3.169 -1.560 -0.314 0.0 0.0 0.0
H -1.210 -4.882 -2.714 0.0 0.0 0.0
H -1.830 2.204 -0.673 0.0 0.0 0.0
H -1.413 -4.417 0.835 0.0 0.0 0.0
H -1.221 -2.250 2.941 0.0 0.0 0.0
H 3.635 2.275 -0.332 0.0 0.0 0.0
H 2.195 -2.389 4.408 0.0 0.0 0.0
H -0.973 3.577 -2.958 0.0 0.0 0.0
H -4.471 -3.145 -1.109 0.0 0.0 0.0
H 0.784 -3.824 -2.007 0.0 0.0 0.0
H -0.937 2.722 4.075 0.0 0.0 0.0
H -3.322 -3.825 0.010 0.1 0.0 0.0
H 2.486 3.969 0.518 0.0 0.0 0.0
H 4.404 -0.383 -0.790 0.0 0.0 0.0
H 3.075 -0.308 1.707 0.0 0.0 0.0
H 3.049 -0.750 -1.884 0.0 0.0 0.0
H 4.135 0.945 1.101 0.0 0.0 0.0
H -0.916 5.547 -1.525 0.0 0.0 0.0
H 2.533 1.390 1.712 0.0 0.0 0.0
H -3.716 -0.826 -0.587 0.0 0.0 0.0
H -0.252 -4.245 2.132 0.0 0.0 0.0
H 0.203 1.359 4.885 0.0 0.0 0.0